C11H23N2O11P | ωB97M-V/def2-TZVPD

```
48
Properties=species:S:1:pos:R:3:forces:R:3
O -0.92803 3.94624 2.53185 0.346 -0.035 0.100
O 2.46108 4.62885 -0.42785 -0.111 -0.224 0.274
O 1.03058 -3.78747 -3.93955 0.443 0.170 0.691
O -1.59691 -0.26129 -2.55050 0.088 -0.148 0.228
O 0.45693 -1.91310 -1.30073 0.355 -0.651 0.343
O 1.83734 -4.60066 0.86696 -0.239 0.393 -0.380
O -2.13206 -1.89210 1.34861 0.186 0.037 -0.088
O -0.04537 -3.35826 2.56810 -0.003 0.025 -0.271
O 2.22962 -5.50662 -2.50772 -0.985 -0.592 0.282
O -0.11828 -5.87439 -3.50618 -0.498 -0.920 1.346
O 0.24260 -4.21127 -1.54917 0.514 -1.032 -0.037
C -1.41266 3.65771 1.44563 -0.683 0.396 0.978
C 1.56110 4.46253 0.38939 0.566 0.332 -1.233
N 1.18669 5.41851 1.24659 -0.831 0.230 0.815
N -0.67957 3.28388 0.39776 0.812 -0.403 -1.001
C -2.90484 3.74391 1.23003 0.099 -0.125 0.030
C 1.78820 6.74771 1.32272 0.170 -0.498 -0.322
C 0.78461 3.13725 0.40027 -0.379 0.278 0.546
C -1.39184 -0.35611 -1.13195 0.029 0.174 -0.578
C 1.07608 -3.17435 -1.02926 -0.798 1.483 0.969
C -0.87009 -1.74849 -0.75803 -0.204 0.131 0.126
C 1.22307 -3.34460 0.49850 -0.052 -0.419 -0.243
C -0.82292 -1.91454 0.77293 -0.119 -0.514 0.738
C -0.16636 -3.24965 1.14382 0.946 -0.441 0.049
P 0.86149 -4.81013 -2.89777 0.599 2.944 -2.681
H -1.85790 0.63428 -2.81935 0.165 -0.444 0.426
H 2.75872 -4.64754 0.55167 -0.590 0.283 0.184
H -2.05600 -2.18211 2.27886 0.101 0.171 -0.622
H 0.47211 -4.16056 2.77234 -0.329 0.489 -0.273
H 1.91089 -6.25938 -1.99850 0.778 -0.750 0.560
H -0.73487 -5.27269 -3.94473 -0.418 -0.352 -0.529
H 0.44963 5.18249 1.90372 0.200 -0.015 -0.001
H -1.16063 3.11380 -0.46982 0.076 0.038 0.016
H -3.38217 4.01916 2.16994 0.112 -0.033 -0.132
H -3.11905 4.50147 0.47819 -0.126 -0.026 -0.095
H -3.28085 2.77623 0.90331 -0.169 0.004 -0.122
H 2.78184 6.67510 1.76771 0.016 0.156 -0.045
H 1.16624 7.40519 1.93123 -0.009 -0.212 -0.046
H 1.88373 7.16943 0.31987 0.039 -0.040 0.104
H 1.08035 2.58769 1.29460 -0.072 -0.073 0.077
H 1.08980 2.55756 -0.47093 -0.052 0.218 0.056
H -0.67206 0.40070 -0.80412 0.142 -0.069 0.076
H -2.34026 -0.16918 -0.61688 0.121 -0.247 0.177
H 2.07721 -3.17373 -1.48051 -0.423 0.191 -0.245
H -1.55272 -2.49448 -1.17890 0.108 -0.010 -0.035
H 1.83832 -2.51881 0.87288 -0.056 0.008 -0.116
H -0.23030 -1.09843 1.20058 0.145 0.038 -0.023
H -0.79254 -4.06975 0.77434 -0.013 0.082 -0.070
```
Forces are in eV/Å.

Output
- E_tot (eV) = -46574.7356